# C92H212N8O18

A 18-piece molecular cluster, C92H212N8O18 overall in a non-equilibrium geometry (the ωB97M-V functional and the def2-TZVPD basis, the Open Molecules 2025 dataset).

E_tot (eV): -147600.9395
Highest occupied orbital energy (eV): -8.0
Spin multiplicity: 1
Total charge: 0
Energy relative to the best compared isomer or geometry (same formula, charge and spin) (eV): 1.9518
HOMO-LUMO gap (eV): 8.259

```
330
Properties=species:S:1:pos:R:3:forces:R:3
C 4.111739 3.623377 2.648158 -0.74 -0.15 0.73
C 5.429730 3.044534 2.192745 -0.08 0.50 -0.90
O 5.276572 1.731740 1.709726 -0.09 -0.62 0.47
H 4.037865 3.472137 3.725084 -0.38 0.02 0.07
H 3.305184 3.072746 2.164041 -0.06 -0.11 0.05
H 3.896817 4.673270 2.449042 0.54 0.13 -0.08
H 6.144100 3.034544 3.015970 0.17 0.03 -0.16
H 5.789519 3.640756 1.354188 0.48 0.33 0.20
H 5.183689 1.763596 0.754761 0.17 -0.23 -0.33
C 7.227165 3.305714 -1.356624 0.35 -0.09 -0.58
C 6.028226 2.493070 -1.868199 0.20 1.87 0.08
O 5.835467 1.327620 -1.137450 -0.44 -0.23 0.40
H 8.177676 2.840989 -1.618635 0.10 -0.05 0.03
H 7.217987 3.454579 -0.276883 -0.25 -0.33 0.03
H 7.220684 4.310839 -1.778259 0.01 0.01 -0.25
H 6.036266 2.261345 -2.933247 0.49 0.09 -0.22
H 5.211625 3.206563 -1.757757 -0.71 -0.52 0.27
H 6.576623 0.779461 -1.405430 0.08 -0.80 0.11
C -7.717130 -1.453156 2.082881 1.28 -0.03 0.83
C -8.453357 -2.752717 2.248077 -1.35 0.33 -1.72
O -7.929895 -3.624722 3.211557 0.47 0.26 0.50
H -8.137440 -0.715194 1.399625 -0.54 -0.42 0.12
H -6.723387 -1.670920 1.691536 0.25 0.06 0.04
H -7.573437 -0.984220 3.056299 -0.06 0.14 -0.04
H -8.454618 -3.223383 1.264930 0.13 -0.39 -0.23
H -9.509985 -2.528557 2.394287 -0.23 -0.03 0.58
H -8.577095 -4.314880 3.374105 0.02 -0.02 -0.02
C 0.369040 4.739862 3.475047 0.66 -0.46 1.04
C 0.305002 4.364263 4.968028 0.31 0.35 -0.75
O -0.322600 5.385485 5.715000 -0.71 -0.05 0.40
H -0.576031 4.498350 2.988622 0.08 0.40 -0.14
H 1.169225 4.124191 3.064244 -0.05 0.05 -0.45
H 0.666839 5.786494 3.411978 -0.26 0.01 -0.35
H 1.299948 4.201234 5.382281 0.17 -0.18 -0.17
H -0.241269 3.422932 5.027933 -0.22 0.06 0.51
H 0.338357 5.949451 6.123253 0.03 -0.10 -0.10
C -2.216510 2.315215 -4.406960 0.17 -0.40 -0.31
C -3.157208 3.068575 -5.339446 1.47 -0.63 -0.84
O -3.315314 4.369173 -4.843654 -0.90 0.74 0.69
H -1.265183 2.841176 -4.326682 -0.07 0.31 0.25
H -1.919380 1.323492 -4.747978 -0.36 -0.19 -0.28
H -2.667659 2.181307 -3.423787 0.04 0.25 0.03
H -4.079711 2.517752 -5.523012 -0.47 0.41 0.57
H -2.753447 3.205876 -6.342551 0.39 -0.55 -0.16
H -2.708845 4.977702 -5.272007 -0.03 -0.13 0.00
C -4.117280 3.908936 1.680876 -0.73 -1.24 -1.07
C -4.438017 4.862263 0.520194 0.90 0.90 0.68
O -4.076098 6.150469 0.956043 0.44 1.30 0.70
H -4.928410 3.875458 2.408224 0.02 0.05 -0.03
H -3.174123 3.898978 2.227185 0.18 1.13 -0.33
H -4.056515 2.941501 1.182382 -0.47 -0.54 0.19
H -5.496490 4.920107 0.266460 -0.15 -0.79 0.02
H -3.860876 4.687227 -0.387754 -0.02 -0.75 -0.07
H -3.997856 6.769958 0.226856 -0.15 -0.10 -0.14
C -1.847096 -2.221129 -3.739205 0.62 0.72 -0.06
C -0.486840 -1.486479 -3.809398 -2.64 0.29 -2.94
O 0.521123 -2.131831 -3.223569 2.23 -1.20 1.71
H -1.809891 -3.235791 -4.135666 0.31 -0.05 0.16
H -2.493253 -1.659786 -4.414096 -0.50 0.06 0.34
H -2.180801 -2.220316 -2.701550 -0.43 0.03 -0.16
H -0.593857 -0.461627 -3.453960 -0.08 0.28 0.06
H -0.244221 -1.488565 -4.872050 0.06 0.61 -0.24
H 0.183920 -2.239297 -2.331184 0.56 -0.02 1.00
C 4.915306 -1.642148 -3.036583 0.64 0.01 1.68
C 6.419330 -1.976343 -2.783052 0.34 -0.05 -1.14
O 7.264973 -0.821573 -2.668038 -0.24 0.86 0.17
H 4.528530 -1.126240 -2.157750 0.21 0.47 0.13
H 4.257270 -2.510807 -3.013814 0.33 -0.35 -0.66
H 4.718423 -0.981254 -3.880721 0.29 -0.34 -0.19
H 6.859622 -2.516844 -3.620965 -0.50 -0.41 -0.24
H 6.708198 -2.573095 -1.917867 -1.03 -0.15 0.29
H 7.867603 -0.803486 -3.415102 -0.10 0.09 0.07
C -6.065960 5.683225 -5.517308 -0.57 0.10 -1.04
C -6.618649 4.547668 -4.670760 0.50 1.03 0.34
O -5.770283 4.492939 -3.532940 -1.10 -1.03 0.84
H -6.778088 6.502161 -5.618852 -0.09 -0.06 -0.23
H -5.848278 5.245865 -6.491696 0.20 0.58 -0.30
H -5.166371 6.130306 -5.094258 -0.07 -0.34 0.01
H -6.700282 3.622157 -5.240721 0.47 -0.34 0.05
H -7.650310 4.753928 -4.385716 0.14 0.09 0.57
H -4.877770 4.344520 -3.853839 0.31 0.18 -0.14
C 2.956795 -6.017118 -3.793835 -1.84 0.05 0.87
C 1.610309 -5.474719 -3.145558 0.82 0.97 -0.92
O 0.920580 -4.595383 -4.052610 0.28 -1.60 -0.20
H 3.247640 -6.928024 -3.270609 0.26 0.07 0.13
H 3.742014 -5.263405 -3.735239 -0.03 -0.10 -0.17
H 2.734797 -6.319612 -4.817222 0.12 0.28 -0.08
H 1.805267 -4.864885 -2.263413 0.40 -0.27 0.38
H 0.936611 -6.267673 -2.820813 0.06 -0.27 -0.29
H 0.960257 -3.696381 -3.718209 -0.10 0.45 0.09
C 5.781421 -4.299792 1.863226 -0.21 -0.40 1.73
C 4.895793 -5.308623 1.117852 1.34 -0.80 -0.01
C 5.660755 -5.507039 -0.228775 0.03 -1.07 -2.01
C 5.579293 -6.865792 -1.019343 -1.00 -0.20 2.74
C 5.690633 -8.046770 0.044880 -0.37 1.54 -1.89
C 4.672637 -7.936504 1.214573 0.42 1.24 -1.16
N 4.802510 -6.616623 1.844557 1.48 1.05 0.62
O 4.023946 -6.459801 3.069062 0.30 -0.41 -1.36
C 3.264967 -8.226213 0.721618 -0.23 -0.19 -0.79
C 5.118096 -8.965206 2.169888 0.18 -1.06 1.70
C 3.532052 -4.729540 0.954747 -1.07 -0.20 -1.02
H 6.777505 -4.685959 2.079572 0.04 -0.14 -0.28
H 5.322534 -4.148945 2.840351 -0.05 0.12 0.23
H 5.881365 -3.294531 1.453882 -0.23 -0.21 -0.60
H 5.371945 -4.761205 -0.969335 -0.51 0.45 0.27
H 6.739119 -5.348562 -0.218384 0.10 0.19 1.15
H 6.344372 -6.906663 -1.794638 -0.04 -0.06 0.11
H 4.590513 -6.971743 -1.465650 0.07 0.05 -0.28
H 6.715767 -8.135199 0.404570 -0.05 0.07 0.20
H 5.445757 -8.923313 -0.554959 0.10 -0.44 0.45
H 2.906608 -7.407752 0.097278 -0.08 -0.02 0.04
H 3.313532 -9.095706 0.066087 -0.19 -0.21 0.04
H 2.521869 -8.429851 1.492617 0.22 0.15 0.21
H 6.046613 -8.736032 2.692784 0.07 0.54 -0.09
H 4.343828 -9.053084 2.932043 0.05 -0.59 0.13
H 5.357954 -9.913976 1.689871 -0.62 -0.16 -0.07
H 2.876474 -4.663209 1.823033 0.77 0.39 0.54
H 2.957297 -5.447192 0.369312 -0.08 0.38 -0.76
H 3.641922 -3.764998 0.459063 -0.52 0.02 -0.08
H 4.657008 -6.768732 3.721293 0.03 0.10 0.25
C -6.819386 0.265848 5.497401 -0.91 -0.95 1.07
C -5.380894 0.559099 5.404553 2.23 0.35 -0.09
C -5.083864 1.933244 6.116959 0.84 -1.31 0.49
C -3.591736 2.241144 6.412539 -0.66 -0.69 -1.18
C -3.011797 1.043380 7.215789 -0.95 1.14 -0.15
C -3.230887 -0.320617 6.555797 0.91 -1.28 -0.98
N -4.635476 -0.522770 6.198273 -1.86 1.80 0.86
O -4.958304 -1.823643 5.758179 1.14 0.03 -1.26
C -2.339975 -0.403470 5.250424 -0.19 -0.43 0.35
C -2.827917 -1.428046 7.597685 0.22 0.80 -0.53
C -5.063337 0.623929 3.902161 -0.36 -0.14 -0.09
H -7.022753 0.169721 6.563938 -0.62 0.21 0.09
H -6.996709 -0.724040 5.076935 -0.24 0.10 -0.22
H -7.443585 1.011502 5.004989 0.03 -0.02 0.17
H -5.554598 2.734753 5.547674 -0.21 0.00 0.25
H -5.473251 1.774889 7.122640 -0.81 0.50 -0.03
H -3.514212 3.225686 6.873815 0.02 -0.25 0.61
H -3.126279 2.429052 5.444999 0.58 -0.42 -0.12
H -3.561336 1.035143 8.157082 -0.06 -0.04 0.23
H -1.969361 1.215520 7.483707 0.13 -0.28 -0.26
H -1.270374 -0.262799 5.406211 0.06 0.17 0.36
H -2.428272 -1.376296 4.766765 -0.22 -0.17 0.17
H -2.660303 0.312963 4.493973 0.03 0.13 0.28
H -1.816778 -1.167058 7.910076 0.27 -0.42 -0.14
H -3.399028 -1.422999 8.526072 -0.45 0.37 -0.18
H -2.895249 -2.442116 7.203673 0.25 0.17 -0.21
H -4.947818 -0.380910 3.495886 0.89 -0.08 0.10
H -4.283130 1.352465 3.681722 0.22 -0.42 -0.33
H -5.961924 0.906197 3.353561 -0.10 0.65 0.11
H -5.606854 -2.237593 6.332309 -0.04 0.55 0.55
C -7.125531 0.368573 -5.589182 -1.30 -0.98 -0.38
C -6.761149 -0.272969 -4.222329 0.31 0.68 -0.65
C -5.956039 0.848586 -3.481655 -0.92 -0.56 1.45
C -5.903980 0.606673 -1.930840 0.17 -0.25 -0.90
C -7.251781 0.291565 -1.257619 -0.44 0.39 -1.45
C -8.050068 -0.837830 -1.984410 1.82 -1.89 -1.25
N -8.013975 -0.644168 -3.498699 -0.22 2.47 0.81
O -8.791315 -1.618718 -4.195558 0.86 0.08 0.50
C -7.351691 -2.190908 -1.729696 0.21 -0.70 1.22
C -9.492048 -0.905896 -1.530597 -0.11 1.07 -0.16
C -5.867075 -1.492173 -4.452829 -0.12 -0.15 0.59
H -7.837548 1.190920 -5.519358 0.49 0.53 0.44
H -7.721749 -0.306836 -6.202740 0.06 -0.66 0.03
H -6.293060 0.582214 -6.259598 0.32 0.35 0.52
H -4.910193 0.850415 -3.788759 0.00 -0.27 -0.41
H -6.327907 1.839904 -3.740699 -0.33 -0.03 0.24
H -5.391188 1.457510 -1.482266 -0.20 0.08 0.22
H -5.207517 -0.227526 -1.846285 -0.03 -0.23 0.45
H -7.856212 1.196855 -1.314436 -0.19 0.20 -0.10
H -7.181752 0.084519 -0.189762 0.29 -0.33 -0.18
H -7.732474 -3.058240 -2.269002 -0.38 0.38 -0.47
H -6.270506 -2.223632 -1.864154 -0.01 0.45 -0.22
H -7.480103 -2.494237 -0.690659 -0.11 0.16 0.36
H -10.020738 -1.807963 -1.838583 0.11 0.18 -0.13
H -9.623611 -0.753392 -0.459363 0.36 -0.31 0.16
H -9.913498 -0.000223 -1.966752 -0.65 -0.17 -0.20
H -6.494699 -2.380523 -4.381914 0.19 -0.12 -0.42
H -5.160493 -1.547500 -3.624707 0.25 -0.18 -0.14
H -5.322077 -1.453245 -5.395997 -0.04 -0.05 0.03
H -9.359238 -1.060088 -4.731280 -0.23 -0.05 -0.01
C 0.521904 8.477144 -2.498205 -0.93 0.29 0.31
C 0.291278 7.765138 -1.136032 0.37 -0.47 0.65
C -1.043831 6.974700 -1.166911 0.19 -1.16 -1.70
C -0.925533 5.644886 -1.946090 1.25 0.65 0.76
C 0.190559 4.810483 -1.288556 -0.25 0.31 -0.09
C 1.596480 5.496877 -1.251173 1.18 -0.30 -1.77
N 1.488057 6.885871 -0.875562 -1.78 1.00 1.99
O 2.691141 7.672447 -0.820840 -0.75 -0.96 -0.73
C 2.540175 4.746773 -0.281407 0.12 -0.08 0.44
C 2.238637 5.401619 -2.683931 -0.80 -0.24 -0.02
C 0.118409 8.765711 0.058934 1.49 0.93 -0.43
H 0.053072 7.951485 -3.330069 0.04 -0.36 0.05
H 1.566619 8.632840 -2.767348 -0.05 0.08 0.41
H -0.013869 9.425259 -2.452171 0.22 0.30 -0.15
H -1.529064 6.722328 -0.224074 0.45 0.46 0.38
H -1.732821 7.554988 -1.780643 -0.20 0.52 0.40
H -0.617700 5.859427 -2.969472 -0.17 -0.05 -0.21
H -1.888796 5.135407 -1.971831 0.10 -0.19 0.03
H 0.233272 3.875407 -1.847039 0.54 -0.18 0.08
H -0.105778 4.551188 -0.272166 -0.02 0.04 0.20
H 2.235112 4.835414 0.761273 -0.35 0.14 0.00
H 2.662483 3.678879 -0.462351 -0.56 -0.17 -0.38
H 3.580379 5.071813 -0.302345 0.00 0.61 -0.29
H 3.103770 6.042522 -2.853876 0.27 -0.28 0.54
H 2.428504 4.351383 -2.905390 0.43 -0.03 -0.08
H 1.545258 5.735702 -3.455757 -0.38 0.03 0.06
H -0.860439 9.200618 0.260985 -0.34 -0.58 -0.41
H 0.732451 9.644570 -0.137696 0.18 0.18 -0.18
H 0.537740 8.420701 1.004040 -0.28 -0.63 -0.08
H 2.965651 7.601487 0.096334 -0.02 0.02 0.19
C 4.273551 3.324259 -9.005775 -1.42 0.32 -0.31
C 4.278284 2.040236 -8.115806 2.99 1.18 -0.89
C 5.008741 2.456694 -6.800318 -1.07 -1.10 0.53
C 4.114209 3.191261 -5.870582 -0.84 -0.08 0.01
C 2.782329 2.447935 -5.667414 0.39 0.86 -0.27
C 2.056750 2.036420 -6.974772 -1.43 -0.69 -0.58
N 3.003574 1.394985 -7.910370 0.74 0.30 2.83
O 2.431130 0.757640 -9.000667 -0.19 0.62 -0.66
C 1.010406 0.986397 -6.545159 0.29 -0.39 0.22
C 1.172648 3.161899 -7.574822 -0.19 0.89 -0.46
C 5.301349 1.043900 -8.719043 -1.26 -0.07 -0.92
H 4.319736 4.295993 -8.514164 0.76 -0.14 0.71
H 3.268442 3.479773 -9.397772 0.02 -0.59 -0.83
H 5.010681 3.318874 -9.808718 -0.14 -0.10 0.02
H 5.301574 1.551600 -6.268190 0.26 -0.30 -0.11
H 5.889146 3.093186 -6.888978 0.15 -0.34 -0.96
H 3.949047 4.163198 -6.335527 -0.21 0.37 0.52
H 4.675956 3.255054 -4.938668 -0.39 0.58 0.27
H 2.118014 3.103280 -5.104111 -0.25 0.02 -0.03
H 2.944098 1.593191 -5.010641 0.07 -0.33 -0.28
H 1.516291 0.181923 -6.011302 -0.07 -0.10 0.13
H 0.281974 1.451104 -5.880675 0.07 -0.01 0.16
H 0.438129 0.530997 -7.353377 0.17 0.24 -0.26
H 0.439802 2.908707 -8.340936 0.30 -1.13 -0.25
H 0.479691 3.550113 -6.828358 0.42 0.29 0.50
H 1.668238 3.990308 -8.081013 0.47 0.19 0.56
H 6.237486 1.508912 -9.028079 0.10 0.12 0.68
H 4.903624 0.683655 -9.667791 -0.14 -0.38 0.00
H 5.410807 0.215943 -8.018611 0.32 -0.05 -0.19
H 2.421467 -0.169424 -8.751549 0.07 -0.16 0.00
C 1.511066 0.817684 -1.115903 -0.09 -0.43 -0.07
C 1.113783 -0.118724 0.057390 -0.59 1.46 0.80
C 1.183310 0.642168 1.418942 0.57 0.56 0.38
C 0.073318 1.646385 1.785580 -1.31 -0.83 -1.59
C -1.343218 0.963632 1.594309 1.88 0.23 0.45
C -1.554766 0.189703 0.265133 1.02 1.79 -0.41
N -0.305922 -0.655984 0.054103 0.26 2.45 2.88
O -0.498950 -1.669845 -0.774996 -0.63 -2.25 -2.63
C -2.852883 -0.562990 0.571241 0.45 -1.28 -0.11
C -1.836399 1.205574 -0.886596 0.19 -0.42 0.19
C 2.156424 -1.248508 0.171414 -1.55 -0.95 0.10
H 2.580720 0.770082 -1.320050 0.21 -0.16 0.24
H 1.313223 1.873568 -0.931346 -0.46 -0.05 -0.04
H 1.045897 0.461038 -2.034879 -0.23 0.22 -0.11
H 1.284393 -0.101336 2.209569 -0.49 -0.25 0.11
H 2.148262 1.140786 1.510234 0.25 0.23 -0.41
H 0.016521 2.515594 1.130341 0.54 0.05 -0.60
H 0.221353 2.155740 2.737808 -0.11 -0.75 0.39
H -2.094936 1.745200 1.704674 -0.27 -0.26 0.06
H -1.451383 0.183123 2.347434 -0.18 0.24 0.41
H -2.570464 -1.393572 1.218145 -0.17 -0.31 -0.05
H -3.562564 0.020400 1.157856 0.23 0.44 -0.08
H -3.418077 -0.951665 -0.275870 0.31 -0.06 -0.28
H -2.734774 1.751449 -0.598424 -0.03 0.27 -0.11
H -1.017542 1.896964 -1.085502 0.03 0.12 0.34
H -2.039256 0.745919 -1.853897 -0.09 -0.46 0.10
H 1.788024 -1.867398 0.989555 0.49 -0.08 0.46
H 3.184310 -0.920343 0.325866 -0.23 0.29 0.11
H 2.129954 -1.970349 -0.644878 0.10 0.36 -0.55
H -0.375835 -2.473116 -0.263923 -0.25 -0.53 0.45
C -0.287169 -2.793520 2.998051 0.99 0.08 0.24
C -1.105298 -4.031637 2.617774 -0.20 -1.81 -0.21
C -2.551734 -3.809962 3.004646 -1.47 1.34 0.91
C -3.658187 -4.670940 2.377726 2.30 -1.50 0.07
C -3.378758 -4.771041 0.852848 -1.39 1.34 1.44
C -1.949159 -5.135139 0.392449 -0.80 -0.97 1.19
N -1.018083 -4.293570 1.131484 -0.53 2.26 0.52
O 0.322753 -4.387402 0.689501 -0.74 -0.58 0.38
C -1.765941 -6.660552 0.670442 0.51 -1.06 -0.86
C -1.950032 -4.861386 -1.110368 -0.21 -0.29 -0.66
C -0.664382 -5.304142 3.472360 0.95 0.74 -0.09
H -0.436439 -1.881946 2.419393 -0.79 -0.19 -0.28
H 0.795072 -2.892039 2.913413 0.17 -0.72 -0.20
H -0.395741 -2.541300 4.052890 -0.49 -0.11 0.09
H -2.588611 -3.875690 4.092039 0.02 -0.49 0.24
H -2.813489 -2.753474 2.946285 -0.01 0.28 -0.82
H -4.670716 -4.447608 2.713903 0.04 0.72 -0.55
H -3.525336 -5.667350 2.799161 0.09 -0.42 0.06
H -3.622201 -3.748397 0.564679 0.21 0.12 -0.83
H -4.160714 -5.412824 0.446952 0.40 -0.21 -0.47
H -0.854528 -7.074390 0.238973 0.62 0.44 0.00
H -1.787018 -7.080769 1.675967 -0.10 0.85 0.27
H -2.464210 -7.310078 0.142571 -0.65 0.50 -0.24
H -1.144078 -5.252185 -1.731509 0.31 -0.28 0.45
H -2.864699 -5.340166 -1.460002 0.01 -0.14 -0.28
H -2.054185 -3.825683 -1.433746 0.01 0.19 0.74
H 0.343948 -5.590998 3.173906 0.03 -0.55 -0.35
H -1.349049 -6.151426 3.510498 -0.02 0.14 -0.70
H -0.498875 -5.122934 4.534370 -0.21 0.83 0.10
H 0.552990 -5.222782 1.102683 1.05 -0.46 -0.19
C 4.761221 0.144218 8.338810 -0.16 -1.09 -0.01
C 5.393041 -1.101477 7.646548 1.25 -0.77 -1.60
C 4.399074 -2.246243 7.255114 -1.13 0.56 1.15
C 3.517041 -2.122791 6.003080 1.28 0.95 0.38
C 4.371415 -1.568600 4.853637 -0.55 -0.70 -0.25
C 5.360886 -0.434496 5.180995 -1.37 0.69 -0.73
N 6.099375 -0.765263 6.362685 -1.09 -1.53 1.57
O 7.167344 0.099120 6.588243 0.42 0.56 0.06
C 6.352188 -0.415272 4.063143 1.77 -1.13 -0.97
C 4.595113 0.900734 5.147362 -0.18 0.48 -0.21
C 6.423318 -1.858943 8.512658 0.16 0.59 0.25
H 4.489760 -0.054255 9.375643 -0.14 -0.42 0.04
H 3.841096 0.350767 7.792174 0.08 0.47 0.21
H 5.418837 1.009150 8.425729 0.10 -0.08 -0.64
H 4.843769 -3.238885 7.325834 0.51 0.25 -0.27
H 3.720817 -2.208989 8.107567 -0.30 -0.39 0.24
H 2.697222 -1.465771 6.293481 -0.27 0.01 -0.48
H 3.155635 -3.114809 5.732198 -0.30 0.15 0.04
H 3.747901 -1.263940 4.013093 -0.21 0.40 0.08
H 4.877827 -2.425310 4.408993 0.62 -0.06 0.28
H 5.975116 -0.602312 3.057692 -0.46 0.61 0.10
H 7.104570 0.373357 4.053784 -0.59 0.54 -0.01
H 6.979767 -1.290919 4.228886 0.14 -0.42 0.04
H 3.819760 1.023951 5.903495 0.13 -0.08 0.06
H 5.258546 1.765530 5.156944 0.24 -0.04 0.49
H 4.104573 1.005489 4.179627 -0.10 -0.28 -0.14
H 6.932589 -2.653071 7.966652 -0.27 0.04 -0.33
H 5.904713 -2.335425 9.344586 0.05 0.14 0.21
H 7.224206 -1.216949 8.879422 -0.19 0.20 0.23
H 7.877003 -0.450334 6.247545 0.50 0.32 0.14
```
Forces are in eV/Å.